No. 1
The following is a quantum chemistry calculation of a 2-piece molecular cluster, C4H9NO2 overall in a non-equilibrium geometry, from the Open Molecules 2025 dataset.

```
16
Properties=species:S:1:pos:R:3:forces:R:3
C 2.24496 0.07593 -1.26512 0.4 -0.3 0.2
C -0.11916 0.26641 -1.54747 0.9 -0.7 -0.5
O 1.05893 0.85896 -1.09921 -1.4 -0.9 -0.7
O -0.25139 -0.89381 -1.88718 0.4 1.9 0.7
H -0.89941 1.03934 -1.61537 0.2 -0.3 0.2
H 2.88066 0.23755 -0.39017 -0.2 0.1 -0.1
H 2.03491 -0.99410 -1.35545 -0.1 0.3 0.0
H 2.77852 0.41806 -2.15563 -0.1 0.0 0.1
C -1.49979 -1.04801 1.56522 0.1 0.1 -0.2
C -0.90063 0.30783 1.37391 0.2 1.2 -0.6
N -1.60911 1.32246 1.01565 0.8 -0.9 0.9
H -1.03358 2.17351 1.02483 -0.1 -0.3 -0.3
H 0.22326 0.40025 1.47924 -1.1 -0.1 0.2
H -2.52751 -1.07249 1.19544 0.1 0.1 0.1
H -0.89864 -1.78952 1.03307 -0.1 0.0 0.0
H -1.48202 -1.30237 2.62824 0.0 0.0 0.0
```
Positions in Å, forces in eV/Å.

Calculated values
HOMO level (eV): -10.108
Gap between HOMO and LUMO (eV): 10.96
SMILES: [H]/N=C/C.COC=O
Largest force on an atom (eV/Å): 2.02
E_LUMO (eV): 0.85
Relative energy (zero: lowest compared OMol25 entry of this formula, charge and spin) (kcal per mole): 45.89

=====

No. 2
The following is a quantum chemistry calculation of one molecule with the formula C7H15OP in a non-equilibrium geometry, from the Open Molecules 2025 dataset.

```
24
Properties=species:S:1:pos:R:3:forces:R:3
C 1.53735 1.11101 0.45593 -0.5 2.8 0.6
C 0.99685 0.40864 -1.90976 -0.6 -1.6 3.8
C -1.42686 1.13549 -0.13646 -1.2 2.5 -1.9
C -0.73277 -0.13681 1.81701 0.1 -0.9 0.7
C -1.41435 -1.36980 -0.27900 0.5 2.5 0.5
C 0.79033 -0.00325 -0.15165 1.2 -0.5 -2.4
C -0.68870 -0.07165 0.32893 0.5 -0.5 -2.5
O 2.71538 1.20976 0.72074 -0.9 -0.4 -0.2
P 1.70000 -1.65638 -0.02327 -3.4 -0.9 0.9
H 0.81966 2.07236 0.60250 1.5 -1.6 -0.1
H 0.19994 1.03359 -2.18575 -0.9 0.8 -0.4
H 1.94320 0.86229 -2.07867 0.8 0.2 0.1
H 0.90413 -0.56541 -2.33882 0.0 -0.4 -0.7
H -1.45678 1.43257 -1.25639 0.5 -1.0 1.6
H -2.46220 0.88651 0.01625 -0.8 0.4 0.5
H -1.18141 2.12755 0.35054 -0.3 -1.3 -0.1
H -1.70367 -0.20943 2.28500 -0.8 0.1 -0.5
H -0.32530 -1.12727 1.96852 0.8 -0.1 1.2
H -0.27033 0.69568 2.34450 0.6 -0.2 -0.1
H -2.24870 -1.49940 0.38434 -0.6 -0.6 -0.1
H -1.68107 -1.20228 -1.30205 -0.8 0.7 -0.6
H -0.80697 -2.21465 -0.42175 0.9 -1.2 0.9
H 1.97463 -1.64997 1.36397 0.4 0.2 -0.2
H 2.81763 -1.26916 -0.55465 3.0 1.1 -0.8
```
Positions in Å, forces in eV/Å.

Calculated values
HOMO level (eV): -9.119
Gap between HOMO and LUMO (eV): 9.84
SMILES: CC(C)(C)[C@](C)(P)C=O
Largest force on an atom (eV/Å): 4.14
E_LUMO (eV): 0.72
Relative energy (zero: lowest compared OMol25 entry of this formula, charge and spin) (kcal per mole): 41.77

=====

No. 3
The following is a quantum chemistry calculation of C17H48N4O5 as an isolated structure in a non-equilibrium geometry, from the Open Molecules 2025 dataset.

```
74
Properties=species:S:1:pos:R:3:forces:R:3
C -13.30790 11.26575 1.23512 0.1 -1.6 -3.4
O -14.04201 10.78710 0.08943 10.7 -0.7 3.2
H -13.43033 10.74846 2.18671 0.8 -1.1 -4.2
H -12.24529 11.29871 0.99457 -0.2 0.1 0.3
H -13.73153 12.24800 1.44451 1.1 0.0 -0.3
H -14.96755 11.02555 0.17947 1.0 0.4 -0.4
C -15.78554 10.04130 2.40987 -1.1 -0.1 -0.4
C -16.41800 10.99365 1.34622 -1.8 -0.5 -0.2
C -16.33522 12.54682 1.55074 -1.0 -0.9 0.3
O -17.23983 13.28669 0.68829 1.3 0.1 0.1
C -16.93785 14.70830 0.71784 0.7 -0.2 0.8
N -16.00655 10.70774 -0.03743 -10.0 -0.1 -1.6
H -15.98402 8.98504 2.22816 -0.2 0.0 -0.8
H -16.31617 10.21586 3.34586 0.2 -0.1 -0.8
H -14.72514 10.10785 2.65322 -1.4 -0.4 -1.1
H -17.47798 10.74461 1.29599 -0.3 0.2 0.9
H -15.29625 12.85041 1.42246 -1.1 -0.4 1.0
H -16.53795 12.74744 2.60276 -1.2 0.3 -1.9
H -15.86738 14.91225 0.74222 0.0 -0.3 -0.3
H -17.24401 15.16213 1.66039 -0.8 -0.1 0.0
H -17.29786 15.27433 -0.14129 -0.5 -0.6 0.0
H -16.50647 11.36862 -0.61485 -0.4 0.5 -0.2
H -16.31934 9.82549 -0.41677 0.4 -0.5 0.5
C -12.20712 13.41772 -3.55261 -1.3 1.6 0.3
C -12.59316 12.35225 -2.51941 -1.1 -0.4 -1.1
C -14.07031 12.37674 -2.07731 -0.2 1.4 -1.1
O -14.42803 13.69331 -1.52984 0.2 -1.6 -0.3
C -14.07377 13.76779 -0.17699 0.4 0.7 -0.2
N -12.39770 11.07307 -3.14688 0.4 -1.0 -0.7
H -12.45484 14.42359 -3.21353 0.5 0.3 0.6
H -12.89239 13.43984 -4.39997 0.0 -0.8 -0.4
H -11.18780 13.42294 -3.93871 0.1 -0.3 0.3
H -11.87937 12.38480 -1.69628 -2.9 -1.4 -1.6
H -14.32249 11.51776 -1.45548 0.7 0.8 0.0
H -14.73220 12.23883 -2.93229 0.1 0.4 -0.6
H -13.10535 13.34528 0.09087 -0.8 -0.4 -0.7
H -14.81702 13.33658 0.49364 1.0 0.9 -1.9
H -13.95522 14.82652 0.05354 -0.3 0.2 0.1
H -12.81172 11.16591 -4.06343 -0.6 -0.4 -0.4
H -11.42497 11.09800 -3.41757 0.5 -0.6 0.1
C -10.91032 13.00159 -0.45653 1.2 1.5 2.2
C -11.12919 14.31305 0.40246 -0.6 -2.8 0.0
C -10.84598 14.05284 1.93124 -0.2 0.9 -0.7
O -11.72920 13.14102 2.50973 -0.9 -0.5 -0.2
C -11.33133 12.50340 3.70214 3.4 0.8 -1.2
N -10.32039 15.32993 -0.12432 1.9 1.8 0.3
H -11.10436 13.17905 -1.51434 1.6 1.5 1.4
H -11.54444 12.20516 -0.06709 0.3 0.3 -0.5
H -9.88717 12.63551 -0.37140 0.3 0.2 0.3
H -12.15078 14.65888 0.24483 0.6 -0.2 0.6
H -10.98238 14.97742 2.49219 0.1 0.6 -0.1
H -9.78925 13.80588 2.03334 0.2 -0.6 0.0
H -10.46051 11.89467 3.45877 0.4 -0.2 0.1
H -12.13752 11.83836 4.01176 6.6 1.0 -1.1
H -10.99365 13.23176 4.43941 -0.3 0.1 0.4
H -9.90805 15.75721 0.69270 0.2 1.0 -0.1
H -9.50595 15.00323 -0.62439 0.0 -0.4 -0.2
C -17.81683 11.07238 5.02062 -0.8 -0.1 0.1
C -16.80245 12.06148 5.52585 0.5 -0.7 1.1
C -15.66543 12.25204 4.55512 0.1 1.2 0.6
O -14.90770 11.09012 4.39676 0.3 0.4 2.2
C -13.71571 11.31728 3.70517 -1.9 0.4 2.8
N -17.46923 13.31395 5.87915 0.2 0.8 -0.5
H -18.50303 10.88722 5.84702 -0.3 -0.2 -0.1
H -17.45934 10.10833 4.65880 0.3 0.2 0.5
H -18.37518 11.50349 4.18967 -0.2 0.2 0.0
H -16.33891 11.69014 6.43983 0.1 -0.6 0.1
H -15.00828 13.04357 4.91532 0.1 0.4 0.2
H -16.10012 12.60655 3.62052 0.9 -0.3 1.7
H -12.91651 11.83983 4.23086 -6.9 -0.4 2.4
H -13.84106 11.86011 2.76830 -0.7 0.9 2.5
H -13.29914 10.35094 3.42101 0.2 -0.2 1.4
H -18.25906 13.19735 6.49776 -0.3 -0.6 -0.2
H -16.85687 13.88855 6.44037 0.4 0.2 -0.2
```
Positions in Å, forces in eV/Å.

Calculated values
HOMO level (eV): -7.819
Gap between HOMO and LUMO (eV): 8.49
Largest force on an atom (eV/Å): 11.16
E_LUMO (eV): 0.67
Relative energy (zero: lowest compared OMol25 entry of this formula, charge and spin) (kcal per mole): 370.67

=====

No. 4
The following is a quantum chemistry calculation of one molecule with the formula C5H13NO in a non-equilibrium geometry, from the Open Molecules 2025 dataset.

```
20
Properties=species:S:1:pos:R:3:forces:R:3
C -0.41091 0.14031 -0.04681 -0.2 0.1 1.0
N 0.05405 1.12894 -0.99469 0.1 -0.1 0.1
C -0.54400 1.07142 -2.29184 1.0 -1.2 -0.5
O 0.13618 0.08287 -3.10644 -0.1 0.2 0.4
C 0.36739 0.22346 1.26947 -0.3 -0.5 -0.2
C -0.22823 -0.67804 2.36111 0.1 0.0 1.1
C 0.65391 -1.88685 2.75714 -0.7 -0.5 -1.3
H -0.28870 -0.86734 -0.42726 0.1 -0.1 -0.4
H -1.48175 0.23760 0.18958 -0.1 0.1 -0.2
H -0.02285 2.05107 -0.59415 0.1 0.1 0.0
H -1.56213 0.67579 -2.26703 -0.3 0.6 -0.1
H -0.39281 2.03663 -2.76833 -0.6 0.2 0.0
H 1.01303 -0.01745 -2.71125 -0.1 0.1 -0.1
H 1.36858 -0.14230 1.06859 0.3 0.3 0.0
H 0.44673 1.25460 1.61881 -0.1 0.0 -0.1
H -1.23671 -1.03983 2.14315 0.1 0.0 -0.5
H -0.40988 -0.10305 3.27474 0.2 0.2 -0.1
H 0.19054 -2.79274 2.35737 -0.1 -0.1 0.2
H 0.76345 -2.03063 3.82047 0.2 0.1 0.3
H 1.60453 -1.90130 2.22700 0.3 0.4 0.4
```
Positions in Å, forces in eV/Å.

Calculated values
HOMO level (eV): -9.373
Gap between HOMO and LUMO (eV): 10.43
SMILES: CCCCNCO
Largest force on an atom (eV/Å): 1.59
E_LUMO (eV): 1.06
Relative energy (zero: lowest compared OMol25 entry of this formula, charge and spin) (kcal per mole): 28.05

=====

No. 5
The following is a quantum chemistry calculation of C37H45BN3O7ReS2 as an isolated structure, from the Open Molecules 2025 dataset.

```
96
Properties=species:S:1:pos:R:3:forces:R:3
Re -1.15884 0.01538 0.00124 0.0 0.0 0.0
O -2.11172 -3.93976 -1.31682 0.0 0.0 0.0
C -2.28179 -2.81590 -0.69947 0.0 0.0 0.0
O -1.40664 -1.94543 -0.70534 0.0 0.0 0.0
C -3.58673 -2.63179 0.02006 0.0 0.0 0.0
O -3.81278 -1.25423 0.11780 0.0 0.0 0.0
C -4.20018 -0.77743 1.39637 0.0 0.0 0.0
C -3.02023 -0.58414 2.33969 0.0 0.0 0.0
O -3.14052 -0.63437 3.52594 0.0 0.0 0.0
O -1.82778 -0.33588 1.76443 0.0 0.0 0.0
H -1.22828 -3.95959 -1.75618 0.0 0.0 0.0
H -3.48801 -3.12474 0.99590 0.0 0.0 0.0
H -4.38196 -3.13203 -0.53699 0.0 0.0 0.0
H -4.92083 -1.43930 1.87705 0.0 0.0 0.0
H -4.67969 0.18737 1.22888 0.0 0.0 0.0
O -5.40641 1.09733 -0.96957 0.0 0.0 0.0
S -4.30342 1.44496 -1.80730 0.0 0.0 0.0
O -4.13065 0.80267 -3.07137 0.0 0.0 0.0
N -2.87382 1.28583 -0.92487 0.0 0.0 0.0
C -2.32938 2.44818 -0.67135 0.0 0.0 0.0
S -0.87696 2.39231 0.23824 0.0 0.0 0.0
C -3.02685 3.61575 -1.22313 0.0 0.0 0.0
C -2.69605 4.95656 -1.13495 0.0 0.0 0.0
C -3.52862 5.87061 -1.76815 0.0 0.0 0.0
C -4.65605 5.44804 -2.46581 0.0 0.0 0.0
C -4.99069 4.09873 -2.55337 0.0 0.0 0.0
C -4.15345 3.20705 -1.92280 0.0 0.0 0.0
H -1.81786 5.27781 -0.58971 0.0 0.0 0.0
H -3.29963 6.92614 -1.71853 0.0 0.0 0.0
H -5.28690 6.18176 -2.94896 0.0 0.0 0.0
H -5.86848 3.76978 -3.09235 0.0 0.0 0.0
C 0.87863 -2.12113 2.86345 0.0 0.0 0.0
C 1.39206 -1.10458 3.88370 0.0 0.0 0.0
C 2.82925 -1.45531 4.28918 0.0 0.0 0.0
C 1.31705 0.38552 3.56347 0.0 0.0 0.0
C 0.97844 1.22618 4.62231 0.0 0.0 0.0
C 1.04585 2.60109 4.50424 0.0 0.0 0.0
C 1.48518 3.17268 3.32204 0.0 0.0 0.0
C 1.82166 2.38229 2.22935 0.0 0.0 0.0
C 2.38370 3.01872 0.96786 0.0 0.0 0.0
C 3.91726 3.03079 1.01621 0.0 0.0 0.0
C 1.89817 4.45002 0.73131 0.0 0.0 0.0
C 1.69387 0.98915 2.35880 0.0 0.0 0.0
N 1.92417 0.16519 1.20601 0.0 0.0 0.0
B 0.95495 -0.33799 0.28902 0.0 0.0 0.0
N 1.70556 -1.14869 -0.63344 0.0 0.0 0.0
C 3.04804 -1.11567 -0.24681 0.0 0.0 0.0
C 3.16890 -0.33953 0.84848 0.0 0.0 0.0
C 1.22954 -1.91757 -1.72922 0.0 0.0 0.0
C 0.50500 -1.27242 -2.74812 0.0 0.0 0.0
C -0.02249 -2.03740 -3.77914 0.0 0.0 0.0
C 0.15508 -3.41426 -3.80627 0.0 0.0 0.0
C 0.84239 -4.03839 -2.77899 0.0 0.0 0.0
C 1.37965 -3.30709 -1.71615 0.0 0.0 0.0
C 2.00979 -4.05923 -0.55704 0.0 0.0 0.0
C 0.94620 -4.87416 0.18344 0.0 0.0 0.0
C 3.17020 -4.94332 -1.01464 0.0 0.0 0.0
C 0.23796 0.22231 -2.70277 0.0 0.0 0.0
C 1.50912 1.06723 -2.79600 0.0 0.0 0.0
C -0.81273 0.72091 -3.68356 0.0 0.0 0.0
H 0.81641 -3.09641 3.35154 0.0 0.0 0.0
H 1.55300 -2.23130 2.01216 0.0 0.0 0.0
H -0.11610 -1.86127 2.50347 0.0 0.0 0.0
H 0.76735 -1.22795 4.77204 0.0 0.0 0.0
H 3.50304 -1.37334 3.43367 0.0 0.0 0.0
H 2.88136 -2.48156 4.65719 0.0 0.0 0.0
H 3.19366 -0.79065 5.07257 0.0 0.0 0.0
H 0.66502 0.78322 5.55992 0.0 0.0 0.0
H 0.77248 3.23028 5.34121 0.0 0.0 0.0
H 1.56454 4.24893 3.25133 0.0 0.0 0.0
H 2.07729 2.40597 0.11405 0.0 0.0 0.0
H 4.32377 3.48265 0.10952 0.0 0.0 0.0
H 4.33659 2.03184 1.11105 0.0 0.0 0.0
H 4.25694 3.62016 1.87020 0.0 0.0 0.0
H 2.36694 5.14560 1.42934 0.0 0.0 0.0
H 0.81798 4.54799 0.83724 0.0 0.0 0.0
H 2.17736 4.77076 -0.27357 0.0 0.0 0.0
H 3.81135 -1.64854 -0.78938 0.0 0.0 0.0
H 4.05753 -0.11181 1.41184 0.0 0.0 0.0
H -0.58359 -1.56582 -4.57270 0.0 0.0 0.0
H -0.24739 -3.99571 -4.62548 0.0 0.0 0.0
H 0.96799 -5.11463 -2.79805 0.0 0.0 0.0
H 2.40312 -3.33642 0.15400 0.0 0.0 0.0
H 0.49046 -5.62658 -0.46533 0.0 0.0 0.0
H 0.15761 -4.22458 0.57309 0.0 0.0 0.0
H 1.39094 -5.39584 1.03158 0.0 0.0 0.0
H 2.83366 -5.73101 -1.69103 0.0 0.0 0.0
H 3.63813 -5.42487 -0.15565 0.0 0.0 0.0
H 3.93211 -4.36114 -1.53506 0.0 0.0 0.0
H -0.16889 0.49869 -1.67649 0.0 0.0 0.0
H 1.93792 0.93167 -3.79075 0.0 0.0 0.0
H 2.25684 0.78336 -2.05885 0.0 0.0 0.0
H 1.27174 2.12435 -2.66821 0.0 0.0 0.0
H -0.43748 0.64792 -4.70560 0.0 0.0 0.0
H -1.01905 1.77511 -3.49121 0.0 0.0 0.0
H -1.75188 0.17389 -3.61494 0.0 0.0 0.0
```
Positions in Å, forces in eV/Å.

Calculated values
HOMO level (spin up / spin down) (eV): -10.539 / -10.691
Gap between HOMO and LUMO (spin up / spin down) (eV): 6.89 / 6.56
Multiplicity: 4
⟨S²⟩: 3.7732
Largest force on an atom (eV/Å): 0.03
Net charge: +1
E_LUMO (spin up / spin down) (eV): -3.65 / -4.13

=====

No. 6
The following is a quantum chemistry calculation of C13H10IrN2O2S4 as an isolated structure in a non-equilibrium geometry, from the Open Molecules 2025 dataset.

```
32
Properties=species:S:1:pos:R:3:forces:R:3
Ir -1.53459 1.47099 0.04105 -1.0 -1.9 0.6
O 5.96471 1.79509 -0.25115 0.7 1.2 0.0
C 5.46911 0.58419 -0.25305 -0.9 -1.3 0.0
O 6.15351 -0.39991 -0.24295 0.1 0.4 0.0
C 3.95351 0.41629 -0.25965 0.0 0.2 0.0
C 3.03901 1.47019 -0.26115 0.1 -0.4 0.0
C 1.68631 1.18629 -0.24345 -0.5 -0.1 0.0
C 1.21851 -0.13421 -0.22325 1.5 0.8 0.0
C 2.14531 -1.18351 -0.24305 -0.3 0.1 0.0
C 3.49401 -0.90201 -0.25925 -0.1 0.1 0.0
N -0.16049 -0.30161 -0.18165 -2.3 0.9 -0.1
C -0.77269 -1.42821 -0.28185 0.3 0.2 0.0
C -2.21789 -1.47221 -0.26385 -0.4 -0.6 -0.1
C -2.91489 -2.68131 -0.27005 0.3 0.6 0.0
C -4.30149 -2.65371 -0.26095 -0.2 0.2 0.0
C -4.95219 -1.42911 -0.26475 0.4 -0.1 -0.1
C -4.19079 -0.26471 -0.26555 -0.6 0.3 -0.1
N -2.86919 -0.28821 -0.26035 1.7 1.3 0.5
H 5.33621 2.53029 -0.27025 0.0 -0.4 0.0
H 3.34811 2.50649 -0.27315 0.0 0.0 0.0
H 0.94601 1.99219 -0.26425 0.4 -0.1 0.0
H 1.82671 -2.21431 -0.24115 0.0 -0.1 0.0
H 4.22201 -1.70091 -0.26535 0.0 0.0 0.0
H -0.25179 -2.37611 -0.39815 0.1 0.2 0.0
H -2.37519 -3.61761 -0.28205 0.0 0.0 0.0
H -4.86539 -3.57331 -0.25615 -0.1 -0.1 0.0
H -6.02799 -1.36211 -0.27755 -0.1 0.0 0.0
H -4.66329 0.70869 -0.28455 0.0 0.0 0.1
S -1.89009 1.44209 2.49895 0.2 1.5 -0.9
S -1.84879 3.26029 3.21975 0.8 0.2 -2.2
S -1.32499 4.69759 1.55255 -1.0 -1.1 1.7
S -1.64119 3.92239 -0.21375 0.6 -2.0 0.5
```
Positions in Å, forces in eV/Å.

Calculated values
HOMO level (spin up / spin down) (eV): -15.105 / -15.104
Gap between HOMO and LUMO (spin up / spin down) (eV): 4.65 / 4.65
Multiplicity: 2
⟨S²⟩: 0.7666
Largest force on an atom (eV/Å): 2.47
Net charge: +2
E_LUMO (spin up / spin down) (eV): -10.45 / -10.45